# 1
Formula: C47H53BBrF4IN4O5P2Tc
Source: the OMol25 dataset
Level of theory: the ωB97M-V functional and the def2-TZVPD basis

XYZ file:
```
119
Properties=species:S:1:pos:R:3:mulliken_spin:R:1
Tc 0.039 0.077 -0.169 2.521
C 5.186 -3.815 2.788 0.001
C 3.887 -3.766 3.270 -0.002
C 2.952 -2.915 2.694 0.003
C 3.312 -2.104 1.627 0.011
C 4.623 -2.149 1.151 -0.005
C 5.555 -2.997 1.728 0.000
P 2.122 -1.056 0.696 -0.076
C 3.217 0.349 0.264 0.002
C 3.933 0.975 1.393 0.011
C 4.518 2.165 1.281 0.001
C 4.326 3.028 0.080 0.007
C 3.572 2.385 -1.116 -0.007
C 3.127 0.973 -0.914 0.018
C 1.840 -2.063 -0.806 -0.036
C 2.529 -3.108 -1.396 -0.017
C 1.912 -3.816 -2.421 0.028
C 0.633 -3.467 -2.833 -0.023
C -0.053 -2.417 -2.237 0.036
C 0.540 -1.714 -1.201 -0.027
H 5.911 -4.489 3.231 0.000
H 3.596 -4.405 4.096 0.000
H 1.936 -2.890 3.062 0.003
H 4.911 -1.512 0.324 0.002
H 6.568 -3.024 1.344 0.000
H 4.012 0.402 2.307 0.002
H 5.094 2.588 2.098 0.000
H 5.264 3.511 -0.207 0.001
H 4.100 2.468 -2.069 0.001
H 2.667 0.488 -1.768 -0.009
H 3.520 -3.388 -1.059 -0.001
H 2.430 -4.651 -2.880 0.002
H 0.152 -4.019 -3.633 -0.001
H -1.045 -2.150 -2.585 0.003
Br -0.217 -2.801 1.647 0.041
F 0.449 0.679 -2.351 -0.004
B 0.868 0.616 -3.746 0.012
F 1.183 1.908 -4.159 0.000
F 1.996 -0.210 -3.817 -0.001
F -0.193 0.092 -4.489 0.001
N -1.767 0.451 -0.718 0.242
P -3.296 0.459 -0.642 0.080
N -3.909 1.891 0.022 0.008
C -5.344 2.061 0.222 0.000
C -5.661 3.488 0.677 0.002
C -4.567 3.974 1.621 0.001
C -3.259 4.135 0.833 0.000
C -3.175 3.115 -0.312 -0.033
N -4.079 -0.719 0.297 0.016
C -3.737 -2.079 -0.176 0.006
C -4.562 -3.100 0.599 -0.002
C -4.242 -2.994 2.090 0.000
C -4.507 -1.563 2.558 -0.002
C -3.683 -0.594 1.719 0.010
N -3.926 0.198 -2.178 -0.002
C -5.319 -0.083 -2.481 -0.002
C -5.912 1.010 -3.369 0.002
C -5.191 1.032 -4.731 0.000
C -3.759 0.485 -4.607 0.004
C -3.156 0.849 -3.260 0.038
H -5.662 1.355 0.998 0.000
H -5.927 1.836 -0.680 0.001
H -6.643 3.499 1.156 0.000
H -5.711 4.158 -0.187 0.000
H -4.439 3.233 2.416 0.000
H -4.851 4.920 2.090 0.000
H -2.407 4.023 1.503 -0.001
H -3.200 5.139 0.405 0.000
H -2.138 2.848 -0.513 0.029
H -3.571 3.573 -1.231 0.002
H -2.669 -2.284 -0.021 -0.001
H -3.942 -2.142 -1.245 0.000
H -4.344 -4.105 0.227 0.000
H -5.627 -2.898 0.435 0.000
H -3.184 -3.225 2.244 0.001
H -4.841 -3.707 2.664 0.000
H -4.238 -1.450 3.612 0.000
H -5.571 -1.327 2.442 0.000
H -2.618 -0.826 1.848 -0.010
H -3.837 0.438 2.038 0.005
H -5.868 -0.191 -1.544 0.001
H -5.402 -1.041 -3.015 0.001
H -5.780 1.973 -2.868 0.000
H -6.986 0.853 -3.498 0.000
H -5.161 2.059 -5.105 0.000
H -5.751 0.438 -5.460 0.000
H -3.123 0.884 -5.397 0.000
H -3.755 -0.603 -4.708 0.000
H -3.154 1.943 -3.149 -0.001
H -2.122 0.518 -3.197 -0.018
O 2.471 4.027 1.456 0.001
C 3.176 4.100 0.243 -0.005
C 3.709 5.487 0.085 0.000
C 3.712 6.117 -1.089 0.000
C 3.058 5.554 -2.268 0.000
C 2.440 4.374 -2.230 -0.001
C 2.448 3.497 -1.021 0.030
C 0.982 3.058 -0.712 -0.019
O 0.065 3.608 -1.304 0.014
O 0.867 2.174 0.224 0.018
H 1.902 3.234 1.397 0.008
H 4.140 5.927 0.979 0.000
H 4.180 7.092 -1.184 0.000
H 3.043 6.150 -3.174 0.000
H 1.889 3.985 -3.078 0.000
I -2.842 3.419 7.471 0.000
C -1.752 2.444 5.943 0.001
C -0.849 1.453 6.289 -0.001
C -0.147 0.806 5.281 0.002
C -0.370 1.136 3.952 -0.006
C -1.283 2.133 3.630 0.003
C -1.975 2.805 4.626 0.001
C 0.347 0.431 2.832 0.044
O 1.503 0.056 3.015 0.011
O -0.394 0.318 1.791 0.034
H -0.693 1.184 7.325 0.000
H 0.567 0.028 5.518 0.000
H -1.437 2.368 2.585 -0.008
H -2.672 3.593 4.371 0.000
```

Calculated values
Multiplicity: 4
Molar mass, g/mol: 1207.5
F_max, eV Å⁻¹: 1.58
Charge: -2
Energy relative to the best compared isomer or geometry (same formula, charge and spin), kJ/mol: 376.3
Expectation value of S²: 3.786
E_HOMO (spin up / spin down), eV: -2.31 / -2.59
Orbital gap (spin up / spin down), Eh: 0.20180 / 0.21192
DFT total energy, hartree: -6477.9057

# 2
Formula: C47H53N8O4SiTl
Source: the OMol25 dataset
Level of theory: the ωB97M-V functional and the def2-TZVPD basis

XYZ file:
```
114
Properties=species:S:1:pos:R:3:lowdin_charge:R:1
Tl 0.482 -0.249 0.718 0.875
C -0.738 -3.110 -2.594 -0.032
C 0.231 -2.115 -3.161 -0.193
C 1.190 -2.523 -4.082 -0.102
C 2.131 -1.639 -4.600 -0.156
C 2.100 -0.313 -4.185 -0.088
C 1.153 0.134 -3.270 -0.228
C 1.124 1.571 -2.837 -0.052
C 0.205 -0.765 -2.739 -0.219
N -0.640 -0.320 -1.732 0.046
C -1.956 -0.387 -1.877 -0.518
O -2.599 -0.629 -2.915 -0.024
C -2.773 -0.093 -0.621 -0.206
C -4.098 0.301 -0.775 -0.021
C -4.851 0.545 0.364 -0.067
C -4.282 0.325 1.608 -0.017
C -2.961 -0.104 1.673 -0.185
N -2.226 -0.264 0.579 0.101
C -2.382 -0.537 3.022 -0.524
O -3.193 -0.635 3.975 -0.046
N -1.097 -0.805 2.996 0.033
C -0.512 -1.532 4.030 -0.218
C -0.056 -0.948 5.222 -0.213
C -0.385 0.484 5.523 -0.039
C 0.670 -1.713 6.130 -0.091
C 0.934 -3.054 5.895 -0.133
C 0.437 -3.643 4.739 -0.080
C -0.287 -2.905 3.813 -0.200
C -0.837 -3.538 2.566 -0.037
H -0.565 -4.100 -3.023 0.071
H -1.763 -2.802 -2.801 0.069
H -0.612 -3.174 -1.511 0.075
H 1.179 -3.560 -4.409 0.096
H 2.856 -1.969 -5.340 0.075
H 2.816 0.397 -4.588 0.095
H 1.919 2.141 -3.322 0.068
H 1.248 1.663 -1.753 0.021
H 0.163 2.029 -3.084 0.081
H -4.492 0.401 -1.775 0.105
H -5.880 0.877 0.280 0.093
H -4.826 0.447 2.533 0.102
H -1.418 0.690 5.243 0.066
H 0.254 1.175 4.972 0.058
H -0.259 0.691 6.588 0.071
H 1.020 -1.245 7.046 0.094
H 1.506 -3.637 6.609 0.078
H 0.611 -4.698 4.552 0.092
H -0.668 -4.617 2.574 0.072
H -0.368 -3.111 1.675 0.041
H -1.909 -3.347 2.485 0.083
N 2.805 -0.830 -0.586 0.009
C 3.273 -2.002 0.131 -0.313
C 4.734 -2.314 -0.198 -0.140
C 5.354 -3.514 0.534 -0.163
C 6.113 -4.415 -0.436 -0.173
N 5.157 -4.936 -1.428 0.075
C 4.988 -4.366 -2.626 -0.467
N 3.760 -4.259 -3.112 0.222
N 6.059 -4.000 -3.395 0.178
C 2.248 -3.148 -0.146 -0.576
O 2.670 -4.238 -0.678 -0.097
O 1.088 -2.909 0.164 -0.066
H 2.671 -0.993 -1.577 0.070
H 3.381 -0.010 -0.438 0.069
H 3.187 -1.795 1.205 0.138
H 5.317 -1.410 -0.006 0.116
H 4.774 -2.482 -1.279 0.094
H 4.560 -4.106 0.993 0.117
H 6.024 -3.199 1.336 0.113
H 6.587 -5.252 0.078 0.111
H 6.897 -3.843 -0.937 0.104
H 4.217 -5.007 -0.983 0.113
H 3.024 -4.212 -2.375 0.096
H 3.605 -3.737 -3.959 0.087
H 6.951 -4.036 -2.928 0.092
H 5.933 -3.167 -3.951 0.115
N -1.575 3.149 -0.747 0.056
H -1.980 2.900 0.151 0.000
H -1.555 2.291 -1.290 -0.022
H -0.600 3.365 -0.546 -0.013
C 5.204 5.958 -0.761 -0.133
C 4.562 6.254 0.434 -0.116
C 3.706 5.327 1.015 -0.120
C 3.436 4.084 0.425 -0.316
C 4.108 3.815 -0.774 -0.134
C 4.982 4.723 -1.357 -0.119
Si 2.229 2.740 1.104 0.690
C 3.338 1.757 2.296 -0.307
C 2.811 0.764 3.145 -0.144
C 3.618 -0.124 3.843 -0.098
C 5.000 -0.063 3.717 -0.135
C 5.555 0.920 2.903 -0.133
C 4.742 1.814 2.220 -0.124
C 0.821 3.655 1.986 -0.315
C 0.489 4.998 1.746 -0.134
C -0.667 5.573 2.257 -0.120
C -1.547 4.824 3.027 -0.124
C -1.262 3.484 3.255 -0.096
C -0.107 2.917 2.739 -0.136
H 5.866 6.680 -1.225 0.082
H 4.741 7.208 0.920 0.087
H 3.247 5.568 1.967 0.095
H 3.925 2.862 -1.261 0.078
H 5.480 4.477 -2.289 0.086
H 1.737 0.672 3.268 0.039
H 3.155 -0.867 4.482 0.094
H 5.635 -0.760 4.254 0.080
H 6.634 1.001 2.814 0.082
H 5.209 2.571 1.600 0.083
H 1.125 5.602 1.112 0.079
H -0.886 6.614 2.044 0.087
H -2.450 5.272 3.425 0.084
H -1.953 2.867 3.816 0.098
H 0.049 1.854 2.895 0.036
```

Calculated values
Molar mass, g/mol: 1026.5
F_max, eV Å⁻¹: 0.92
Charge: -2
Energy relative to the best compared isomer or geometry (same formula, charge and spin), kJ/mol: 0.0
E_HOMO, eV: -0.54
Orbital gap, Eh: 0.13372
DFT total energy, hartree: -3023.9417

# 3
Formula: C47H53N8O4SiTl
Source: the OMol25 dataset
Level of theory: the ωB97M-V functional and the def2-TZVPD basis

XYZ file:
```
114
Properties=species:S:1:pos:R:3:lowdin_charge:R:1
Tl 0.593 -0.239 0.629 0.855
C -0.554 -2.987 -2.740 -0.033
C 0.433 -1.970 -3.239 -0.193
C 1.444 -2.342 -4.118 -0.103
C 2.389 -1.429 -4.569 -0.149
C 2.315 -0.114 -4.125 -0.094
C 1.321 0.296 -3.244 -0.229
C 1.255 1.719 -2.772 -0.052
C 0.361 -0.632 -2.783 -0.220
N -0.532 -0.245 -1.796 0.043
C -1.841 -0.355 -1.939 -0.520
O -2.480 -0.596 -2.984 -0.028
C -2.661 -0.107 -0.675 -0.212
C -3.993 0.254 -0.839 -0.026
C -4.763 0.483 0.284 -0.067
C -4.205 0.273 1.532 -0.021
C -2.883 -0.148 1.629 -0.172
N -2.116 -0.286 0.533 0.096
C -2.418 -0.578 3.026 -0.533
O -3.300 -0.600 3.916 -0.053
N -1.156 -0.919 3.146 0.081
C -0.694 -1.561 4.291 -0.211
C -0.201 -0.862 5.407 -0.205
C -0.386 0.629 5.487 -0.039
C 0.412 -1.561 6.442 -0.087
C 0.522 -2.943 6.410 -0.136
C -0.035 -3.640 5.344 -0.087
C -0.651 -2.974 4.294 -0.207
C -1.294 -3.722 3.160 -0.039
H -0.367 -3.965 -3.191 0.072
H -1.573 -2.672 -2.973 0.068
H -0.470 -3.076 -1.656 0.073
H 1.480 -3.373 -4.464 0.091
H 3.159 -1.732 -5.273 0.073
H 3.041 0.613 -4.475 0.097
H 2.070 2.311 -3.191 0.067
H 1.315 1.764 -1.679 0.016
H 0.305 2.176 -3.060 0.082
H -4.379 0.356 -1.844 0.106
H -5.797 0.795 0.187 0.095
H -4.774 0.388 2.445 0.103
H -1.385 0.892 5.134 0.061
H 0.336 1.165 4.868 0.056
H -0.269 0.978 6.516 0.073
H 0.793 -1.007 7.294 0.093
H 1.003 -3.475 7.223 0.077
H -0.001 -4.726 5.333 0.090
H -1.278 -4.798 3.348 0.065
H -0.771 -3.516 2.226 0.074
H -2.328 -3.395 3.033 0.079
N 3.021 -0.868 -0.814 0.042
C 3.418 -2.066 -0.086 -0.312
C 4.847 -2.499 -0.431 -0.144
C 5.329 -3.721 0.357 -0.164
C 5.999 -4.749 -0.562 -0.170
N 5.035 -5.242 -1.563 0.081
C 4.999 -4.703 -2.788 -0.481
N 3.836 -4.469 -3.364 0.219
N 6.148 -4.566 -3.505 0.178
C 2.321 -3.152 -0.342 -0.590
O 2.669 -4.257 -0.892 -0.098
O 1.175 -2.847 -0.016 -0.077
H 2.846 -1.040 -1.799 0.061
H 3.674 -0.102 -0.705 0.083
H 3.357 -1.847 0.986 0.134
H 5.508 -1.644 -0.277 0.115
H 4.868 -2.730 -1.502 0.095
H 4.459 -4.198 0.816 0.117
H 6.013 -3.449 1.162 0.115
H 6.374 -5.593 0.019 0.112
H 6.844 -4.285 -1.077 0.102
H 4.075 -5.193 -1.175 0.104
H 3.080 -4.251 -2.663 0.110
H 3.821 -3.957 -4.234 0.103
H 6.987 -4.716 -2.966 0.094
H 6.192 -3.735 -4.075 0.116
N -1.688 3.121 -0.767 0.055
H -2.056 2.835 0.135 0.001
H -1.646 2.280 -1.333 -0.022
H -0.724 3.384 -0.593 -0.011
C 4.908 6.227 -0.790 -0.133
C 4.286 6.487 0.423 -0.116
C 3.517 5.504 1.036 -0.122
C 3.327 4.239 0.461 -0.319
C 3.983 4.004 -0.754 -0.133
C 4.766 4.972 -1.370 -0.117
Si 2.213 2.847 1.175 0.694
C 3.431 1.850 2.229 -0.306
C 3.033 0.729 2.985 -0.154
C 3.947 -0.133 3.574 -0.111
C 5.313 0.087 3.430 -0.140
C 5.741 1.198 2.708 -0.130
C 4.822 2.061 2.128 -0.122
C 0.761 3.642 2.086 -0.313
C 0.384 4.986 1.916 -0.133
C -0.764 5.504 2.500 -0.121
C -1.594 4.695 3.266 -0.121
C -1.270 3.350 3.412 -0.095
C -0.122 2.839 2.828 -0.136
H 5.498 6.994 -1.282 0.082
H 4.412 7.456 0.897 0.087
H 3.067 5.717 2.001 0.094
H 3.869 3.030 -1.222 0.080
H 5.257 4.756 -2.313 0.087
H 1.979 0.517 3.127 0.039
H 3.583 -0.981 4.147 0.100
H 6.032 -0.591 3.881 0.079
H 6.804 1.403 2.612 0.083
H 5.189 2.921 1.581 0.082
H 0.987 5.637 1.295 0.077
H -1.012 6.550 2.357 0.086
H -2.485 5.102 3.730 0.084
H -1.924 2.689 3.974 0.094
H 0.077 1.779 2.943 0.040
```

Calculated values
Molar mass, g/mol: 1026.5
F_max, eV Å⁻¹: 1.26
Charge: -2
Energy relative to the best compared isomer or geometry (same formula, charge and spin), kJ/mol: 31.8
E_HOMO, eV: -0.43
Orbital gap, Eh: 0.12464
DFT total energy, hartree: -3023.9296

# 4
Formula: C47H54BMgN8O4P2
Source: the OMol25 dataset
Level of theory: the ωB97M-V functional and the def2-TZVPD basis

XYZ file:
```
117
Properties=species:S:1:pos:R:3:lowdin_charge:R:1
Mg -14.069 14.941 -2.776 0.737
N -16.510 17.585 -0.609 0.104
C -16.402 18.511 -1.556 -0.087
C -15.359 18.122 -2.347 -0.081
N -14.908 16.859 -2.011 0.091
C -15.567 16.588 -0.837 -0.201
C -15.352 15.291 -0.184 -0.194
N -14.897 14.231 -0.897 0.057
C -14.772 13.196 -0.024 -0.129
C -15.050 13.570 1.224 -0.062
N -15.410 14.918 1.152 0.133
H -17.213 17.599 0.144 0.181
H -16.853 19.510 -1.533 0.116
H -14.996 18.724 -3.175 0.113
H -14.467 12.227 -0.392 0.125
H -14.755 13.026 2.097 0.120
H -15.702 15.534 1.884 0.155
O -12.023 15.175 -2.046 -0.128
C -10.964 14.512 -2.882 -0.122
C -11.350 14.649 -4.267 -0.294
C -10.527 14.431 -5.374 -0.012
C -11.035 14.636 -6.662 -0.029
C -12.444 14.832 -6.828 -0.003
C -13.162 14.972 -5.650 -0.132
N -12.663 14.782 -4.436 0.064
H -11.636 15.225 -1.121 0.143
H -10.919 13.407 -2.681 0.147
H -9.911 14.920 -2.681 0.161
H -9.521 14.025 -5.246 0.119
H -10.352 14.777 -7.486 0.102
H -12.908 14.852 -7.821 0.082
H -14.273 15.252 -5.578 0.012
C -17.390 12.573 -2.942 -0.031
C -16.722 13.183 -4.139 -0.447
C -16.301 12.050 -5.033 -0.009
O -15.546 13.995 -3.785 -0.048
B -15.571 15.107 -4.682 -0.570
O -16.845 15.353 -5.046 0.078
C -17.692 14.187 -4.865 -0.445
C -18.831 14.685 -3.976 -0.018
C -18.172 13.773 -6.260 -0.009
H -16.815 11.878 -2.404 0.065
H -18.287 12.021 -3.272 0.111
H -17.707 13.270 -2.181 0.079
H -15.825 11.304 -4.442 0.079
H -15.652 12.332 -5.886 0.099
H -17.217 11.633 -5.486 0.097
H -18.539 15.296 -3.088 0.105
H -19.480 13.874 -3.634 0.082
H -19.475 15.266 -4.600 0.077
H -17.283 13.541 -6.873 0.067
H -18.514 14.691 -6.709 0.084
H -18.915 12.895 -6.374 0.125
C -13.448 21.370 -6.823 -0.501
P -12.825 19.697 -6.091 1.033
C -11.088 19.642 -6.587 -0.423
C -10.292 20.771 -6.392 -0.092
C -8.908 20.611 -6.611 -0.076
C -8.389 19.401 -7.073 -0.114
C -9.208 18.364 -7.429 -0.092
C -10.565 18.449 -7.081 -0.101
C -13.693 18.718 -7.322 -0.426
C -13.261 18.661 -8.695 -0.088
C -13.678 17.602 -9.445 -0.101
C -14.521 16.591 -9.018 -0.092
C -15.072 16.777 -7.790 -0.068
C -14.552 17.751 -6.884 -0.094
P -13.285 22.991 -5.874 0.990
C -14.450 23.993 -6.837 -0.393
C -14.669 23.910 -8.226 -0.108
C -15.544 24.756 -8.843 -0.109
C -16.344 25.643 -8.152 -0.091
C -16.203 25.712 -6.784 -0.104
C -15.210 24.996 -6.139 -0.104
C -14.215 22.451 -4.379 -0.394
C -15.599 22.193 -4.332 -0.086
C -16.221 21.883 -3.139 -0.116
C -15.478 21.836 -2.003 -0.123
C -14.087 22.130 -2.016 -0.080
C -13.374 22.424 -3.187 -0.075
H -14.498 21.219 -6.992 0.030
H -13.022 21.471 -7.840 0.043
H -10.702 21.744 -6.097 0.069
H -8.257 21.471 -6.557 0.100
H -7.306 19.268 -7.204 0.108
H -8.795 17.426 -7.842 0.108
H -11.221 17.597 -7.318 0.093
H -12.646 19.408 -9.139 0.100
H -13.103 17.470 -10.365 0.110
H -14.807 15.796 -9.681 0.098
H -15.920 16.223 -7.519 0.088
H -14.982 17.953 -5.893 0.096
H -14.144 23.242 -8.882 0.094
H -15.481 24.783 -9.935 0.112
H -16.951 26.374 -8.683 0.109
H -16.753 26.448 -6.208 0.104
H -14.997 25.173 -5.031 0.127
H -16.129 22.315 -5.272 0.110
H -17.254 21.726 -3.144 0.090
H -15.984 21.663 -1.018 0.114
H -13.677 22.267 -1.053 0.082
H -12.306 22.476 -3.264 0.084
C -14.649 10.915 -12.458 -0.031
N -14.434 11.697 -11.249 -0.121
C -15.530 12.086 -10.371 -0.039
C -14.688 12.876 -9.320 -0.464
O -15.233 13.370 -8.330 0.012
N -13.366 12.937 -9.696 0.150
C -13.253 12.224 -10.841 -0.417
N -12.068 11.902 -11.322 0.199
H -14.383 9.869 -12.314 0.085
H -14.123 11.357 -13.311 0.090
H -15.783 10.939 -12.562 0.113
H -16.035 11.197 -9.908 0.145
H -16.319 12.702 -10.823 0.133
H -11.252 12.360 -10.903 0.132
H -11.902 11.342 -12.148 0.116
```

Calculated values
Molar mass, g/mol: 892.1
F_max, eV Å⁻¹: 3.86
Charge: +1
Energy relative to the best compared isomer or geometry (same formula, charge and spin), kJ/mol: 294.8
E_HOMO, eV: -7.22
Orbital gap, Eh: 0.18602
DFT total energy, hartree: -3469.8793